Below is a structure of composition C30H85CrCuN5O14P at a distorted geometry, with properties calculated with ωB97M-V/def2-TZVPD.

E_HOMO (spin up / spin down): -6.795 / -7.907 eV
gap between HOMO and LUMO (spin up / spin down): 6.91 / 8.02 eV
electronic energy: -150955.229 eV
LUMO energy (spin up / spin down): 0.1 / 0.1 eV
energy relative to the best compared isomer or geometry (same formula, charge and spin): 0.0 kJ/mol
multiplicity: 5

The geometry in XYZ format:
```
137
Properties=species:S:1:pos:R:3:forces:R:3
Cr -6.30142 -19.09627 12.47921 -0.02 -1.31 -0.11
Cu -4.49584 -14.75697 12.12264 0.56 1.01 0.08
P -6.16943 -16.74904 12.86264 -0.93 -0.82 -0.23
O -7.20621 -17.40501 11.87828 -1.86 0.87 -0.05
O -6.32890 -15.22648 13.08704 0.62 -1.41 -0.55
O -4.94444 -17.35226 12.14713 2.25 1.68 -0.08
O -6.32675 -17.69362 14.08017 -0.22 1.06 0.35
C -9.40615 -16.57418 8.92197 -1.12 0.83 0.69
C -8.37860 -15.51495 9.28768 1.79 -0.16 -0.14
O -7.12256 -16.16893 9.52180 0.08 -0.12 -0.11
H -10.44321 -16.22059 8.95419 0.10 0.44 -0.33
H -9.47543 -17.36859 9.66698 0.64 -0.23 -0.17
H -9.19393 -16.89818 7.90568 0.04 -0.43 0.16
H -8.45192 -14.82227 10.13126 -1.26 -0.31 0.13
H -8.17445 -14.86168 8.43386 -0.30 -0.05 -0.12
H -7.16714 -16.57240 10.42228 0.02 -0.03 -0.38
C -4.33390 -13.56065 17.07013 -0.10 0.08 -0.18
C -5.45218 -14.00672 16.13444 -0.74 1.02 -0.59
O -5.05013 -15.15058 15.42288 0.50 -0.78 0.90
H -4.58647 -12.72909 17.73001 -0.36 0.17 -0.34
H -3.50634 -13.24199 16.43499 0.24 -0.10 0.22
H -4.00320 -14.33299 17.76691 0.00 -0.34 -0.32
H -5.69012 -13.25713 15.36860 0.43 0.48 0.33
H -6.43536 -14.09401 16.61650 0.24 -0.61 0.44
H -5.73061 -15.46379 14.80443 -0.13 0.61 0.25
C -9.30648 -12.87092 12.40512 0.12 0.44 -0.39
C -8.66272 -12.41732 13.69286 -0.37 -0.87 2.03
O -7.24129 -12.38610 13.69637 -0.21 0.32 -0.67
H -8.73240 -13.72136 12.03199 -0.06 0.00 -0.14
H -9.32616 -12.07944 11.65272 0.26 -0.06 -0.09
H -10.34259 -13.19448 12.51197 0.02 -0.02 0.34
H -8.93493 -13.11487 14.50191 -0.17 -0.45 -0.29
H -9.05006 -11.51596 14.17314 0.23 0.56 -0.86
H -6.97287 -13.27825 13.43028 0.23 -0.07 0.04
C -1.47721 -16.11789 9.75070 -0.15 -1.34 1.23
C -2.87330 -16.59682 9.41790 -0.06 0.67 0.63
O -3.80601 -15.90310 10.25259 -0.07 0.23 -0.54
H -1.28659 -16.46956 10.76990 0.07 0.33 0.11
H -1.43463 -15.03222 9.77644 0.31 -0.01 -0.49
H -0.74364 -16.67183 9.16293 0.17 0.66 -0.44
H -3.01711 -17.65156 9.65887 0.36 -0.22 -0.43
H -3.02908 -16.39783 8.35460 -0.64 -0.13 0.03
H -4.29469 -16.55412 10.80652 -0.06 -0.26 -0.10
C -11.81371 -16.03174 13.53788 0.87 0.01 0.82
C -10.30691 -16.37049 13.61950 -1.04 2.21 -0.23
O -9.90119 -17.09337 12.48145 0.26 -0.28 0.73
H -12.04936 -15.35481 14.36417 -0.01 -0.11 0.13
H -12.44555 -16.91073 13.65426 -0.09 0.00 -0.37
H -12.00901 -15.44526 12.64180 -0.13 -0.44 -0.26
H -9.99505 -16.69245 14.62052 -0.14 -1.01 -0.24
H -9.82171 -15.38389 13.56863 0.09 0.02 -0.02
H -8.95057 -16.89177 12.43794 0.25 -0.70 -0.65
C -7.71079 -22.45609 11.68418 0.37 -0.80 -0.50
C -8.53770 -21.24741 12.00055 -0.84 0.17 1.31
C -8.57687 -21.09013 13.56285 -0.14 0.51 -0.32
O -7.34914 -20.52710 14.02075 -0.14 -1.34 -0.46
C -7.29988 -20.30365 15.41864 -0.25 0.81 0.09
N -8.02541 -20.04196 11.34731 -0.83 0.59 -0.24
H -8.08863 -23.36342 12.15909 -0.22 0.18 0.20
H -6.68404 -22.34267 12.03557 0.05 0.14 -0.23
H -7.73906 -22.69594 10.61806 0.32 0.24 -0.06
H -9.56076 -21.41644 11.64804 -0.11 -0.20 0.34
H -8.75309 -22.07870 13.99765 0.24 -0.11 0.01
H -9.38924 -20.46631 13.95284 -0.14 0.22 -0.48
H -7.80113 -19.34487 15.57072 0.00 -0.03 0.47
H -6.26420 -20.20296 15.73799 0.05 0.01 -0.21
H -7.77657 -21.08151 16.02004 -0.09 -0.19 -0.28
H -8.61701 -19.23102 11.56224 0.04 -0.08 0.78
H -8.27066 -20.06059 10.35706 0.75 -0.58 -0.17
C -6.00501 -12.65142 10.49327 -0.20 -0.22 1.10
C -4.50534 -12.37493 10.29561 -1.40 1.07 0.21
C -4.44099 -10.85152 9.98638 0.14 -1.53 -0.45
O -3.09713 -10.47208 9.86379 0.73 0.82 -0.01
C -2.98664 -9.02952 9.79395 -1.02 -1.27 -0.58
N -3.76997 -12.71261 11.53192 0.08 -0.66 -0.54
H -6.68062 -12.44165 9.66510 0.35 0.11 -0.25
H -6.32766 -12.05446 11.35350 -0.08 0.32 -0.19
H -6.25830 -13.64890 10.86607 0.43 -0.32 -0.48
H -4.09267 -12.95837 9.47505 0.08 0.00 0.00
H -4.98730 -10.29633 10.75767 0.24 0.06 0.26
H -5.01332 -10.72095 9.05973 0.18 0.31 -0.19
H -3.45449 -8.73832 8.84864 -0.30 0.37 0.17
H -1.97076 -8.65280 9.72212 0.20 -0.49 0.56
H -3.56514 -8.70376 10.65780 0.31 0.89 -0.07
H -2.79314 -12.71743 11.25459 0.11 -0.10 0.34
H -3.85392 -11.94976 12.19652 -0.18 -0.10 0.13
C -5.41835 -17.80405 18.99397 -0.76 -0.13 0.08
C -6.20841 -18.04377 17.70479 -0.04 0.38 -0.66
C -7.43439 -17.10929 17.54184 1.28 0.30 0.35
O -8.39290 -17.38283 18.53577 -0.43 0.06 0.20
C -9.24396 -18.45450 18.23172 -1.27 -0.05 0.84
N -5.25186 -17.88861 16.61204 -0.47 -0.50 -0.51
H -6.01811 -18.09966 19.85664 0.20 0.05 0.13
H -5.14176 -16.75350 19.11429 -0.12 0.08 -0.13
H -4.49073 -18.37066 18.94207 -0.08 -0.16 0.09
H -6.65067 -19.04441 17.71271 0.48 -0.29 0.02
H -7.88155 -17.06867 16.54157 0.08 -0.61 -0.12
H -7.02358 -16.10132 17.67596 -0.41 0.13 0.38
H -10.02979 -18.51406 18.99331 0.19 0.46 0.28
H -8.82610 -19.46155 18.31491 0.58 0.10 -0.63
H -9.84061 -18.28712 17.32989 0.52 -0.17 -0.48
H -4.92667 -16.92789 16.64316 0.19 0.03 -0.09
H -5.71348 -17.95522 15.68321 0.36 0.15 0.82
C -0.85454 -17.48827 13.59558 1.33 1.14 1.27
C -1.87259 -16.81899 14.55134 -0.38 -0.24 -0.72
C -1.46830 -15.77662 15.57835 0.23 0.78 1.16
O -0.54734 -16.17043 16.60263 -0.36 -0.98 -0.94
C -0.33177 -15.19181 17.55776 0.65 0.95 0.30
N -2.85906 -16.10780 13.68553 -0.01 -0.80 -0.12
H -1.17333 -18.42652 13.14815 -0.45 0.24 -0.23
H 0.08692 -17.72496 14.10361 -0.21 -0.21 0.41
H -0.49815 -16.73957 12.88509 -0.47 -0.18 -0.46
H -2.41778 -17.62201 15.05697 0.21 -0.03 0.40
H -2.37979 -15.47334 16.10304 -0.36 -0.27 -0.11
H -1.14523 -14.81493 15.16077 0.39 -0.26 -0.63
H -1.22140 -14.68119 17.94713 -0.34 -0.46 -0.06
H 0.29028 -14.36748 17.17514 0.07 -0.07 -0.20
H 0.22534 -15.63094 18.38535 -0.16 -0.11 0.01
H -3.69275 -15.93811 14.24355 0.20 0.27 0.37
H -3.19270 -16.85596 13.08017 -0.09 0.28 -0.37
C -2.36846 -21.11229 12.33767 0.59 0.29 0.10
C -3.58596 -20.24781 12.03187 -0.74 -1.79 -0.45
C -4.21584 -20.55683 10.64772 1.23 0.73 1.11
O -5.26600 -19.64745 10.56042 -0.52 0.92 -0.45
C -5.59191 -19.19752 9.23585 -0.01 -1.79 -0.01
N -4.66002 -20.60712 13.02779 1.15 1.14 -0.15
H -1.44719 -20.64663 11.98242 -0.02 -0.33 -0.48
H -2.49965 -22.13543 11.97767 0.15 0.11 -0.41
H -2.16204 -21.25273 13.40315 -0.39 0.36 0.15
H -3.40402 -19.17537 12.02590 0.01 0.01 0.45
H -4.56198 -21.59675 10.61282 0.07 -0.06 -0.27
H -3.43297 -20.34238 9.91286 -0.22 -0.28 -0.36
H -4.65986 -18.91423 8.74794 -0.20 0.18 -0.27
H -6.35710 -18.42772 9.17077 0.28 0.32 0.70
H -6.01563 -20.11087 8.79582 0.14 0.29 -0.77
H -4.13593 -20.43755 13.88642 -0.82 0.17 0.50
H -4.71767 -21.62259 13.00060 -0.39 0.00 -0.07
```
Forces are in eV/Å.